DFT (ωB97M-V/def2-TZVPD) results for a molecular structure, C29H20F5O3OsS.

* HOMO energy (spin up / spin down): -11.18 / -11.47 eV
* gap between HOMO and LUMO (spin up / spin down): 8.17 / 5.86 eV
* net charge: +1
* 2S+1: 5
* total energy: -63420.6425 eV

CARTESIAN COORDINATES (ANGSTROEM)
C1 -1.9278 -3.1571 0.3453
S1 -2.2985 2.0484 0.5791
H1 -0.8225 1.3641 -1.8028
H2 -4.6418 -3.4940 0.3708
C2 -4.3932 -2.4440 0.4467
C3 0.0537 -5.1550 0.2094
H3 2.7538 1.5897 -0.4983
F1 1.0887 5.9324 0.9645
C4 -0.5459 -2.8120 0.2223
C5 2.5473 -0.2763 4.1015
O1 0.9075 -6.1747 0.1623
O2 -0.0840 -1.5839 0.1633
H4 4.1739 -1.0919 2.9579
C6 3.2385 -0.5494 2.9223
C7 -0.9484 6.3499 -0.1330
H5 -1.3557 1.5914 -4.1857
C8 -0.3259 1.6272 -3.8570
H6 0.8158 0.6437 4.9707
O3 -2.6496 -0.9178 0.5296
C9 -1.6908 3.6822 0.3412
C10 2.7334 -0.1353 1.7077
Os1 -0.9098 0.2250 0.3933
C11 0.6908 1.8399 -4.7857
C12 -0.0916 5.4931 0.5385
C13 -2.9261 -2.1520 0.4433
C14 -0.0158 1.4813 -2.5234
C15 0.4189 -3.8247 0.1424
H7 -3.2859 -4.8455 0.4795
H8 2.4712 -5.3527 -0.9341
F2 -3.0121 6.6981 -1.2010
H9 2.6770 -5.3150 0.8387
C16 -2.1821 5.8859 -0.5584
C17 -2.5410 4.5730 -0.3170
H10 1.4448 -3.5056 0.0355
C18 1.5251 0.5757 1.6438
C19 -1.3101 -5.5118 0.3369
H11 -4.8305 -2.0284 1.3551
C20 1.3164 1.5393 -2.0774
C21 0.9368 0.9412 0.3519
C22 2.2949 -5.8943 -0.0034
H12 0.4463 1.9633 -5.8321
H13 3.2568 -0.3780 0.7914
C23 0.8398 0.8447 2.8404
H14 2.8027 2.0761 -5.0895
F3 0.3720 3.4205 1.4785
F4 -3.7297 4.1593 -0.7486
F5 -0.5899 7.6031 -0.3577
C24 -2.2547 -4.5414 0.3905
H15 2.7901 -6.8585 -0.0398
H16 -0.0613 1.4468 2.8233
C25 2.3237 1.7716 -3.0296
C26 1.3482 0.4158 4.0574
C27 1.7118 1.3578 -0.7079
H17 -4.8417 -1.9095 -0.3921
C28 2.0143 1.9104 -4.3683
H18 -1.5655 -6.5609 0.3805
H19 3.3543 1.8265 -2.7015
C29 -0.4692 4.1856 0.7760
H20 2.9525 -0.5933 5.0530

Atoms 1-6, force components in eV/Å:
C 0.09 0.28 0.03
S -0.05 -0.46 0.24
H -0.03 0.07 -0.08
H -0.03 0.00 0.00
C -0.01 0.03 0.03
C -0.06 0.09 0.00

---

DFT (ωB97M-V/def2-TZVPD) results for a molecular structure, C29H21Cl4F3N3O5Pr in a non-equilibrium geometry.

* HOMO energy (spin up / spin down): -1.74 / -1.76 eV
* gap between HOMO and LUMO (spin up / spin down): 6.00 / 6.02 eV
* net charge: -2
* 2S+1: 3
* total energy: -117439.5825 eV

CARTESIAN COORDINATES (ANGSTROEM)
F1 -0.9509 -7.6179 -1.7031
H1 2.2859 -0.0311 3.0557
H2 -2.8079 -2.3677 -0.8636
C1 1.9256 -2.5849 -4.1712
F2 -1.0664 -6.6153 -3.6216
Cl1 -4.3443 -2.3496 3.1760
H3 2.6975 -1.3074 4.2359
C2 1.2094 6.1455 1.4737
C3 -2.0527 -3.1370 -0.9735
C4 1.4910 -1.9603 2.5314
H4 0.7205 -5.7258 -1.2033
C5 3.1201 -1.8739 -4.0495
H5 -3.3198 -4.5357 -2.0058
O1 -2.1681 1.0704 0.1813
C6 -3.1619 0.8159 0.9673
C7 -1.3256 -5.2851 -1.6815
H6 2.1890 4.5814 0.3566
C8 0.7550 2.3955 1.0840
H7 -0.1264 -0.7779 3.3659
C9 -1.5558 -6.5984 -2.3563
H8 1.0459 -3.4580 -0.0936
H9 -1.0402 3.3145 2.8143
C10 -4.2209 1.6954 1.2114
C11 2.0661 -0.4012 -2.4208
Cl2 -4.1571 3.2522 0.4363
C12 0.8232 -1.1139 -2.5457
C13 2.5765 -1.0781 3.1725
H10 3.9954 -2.1642 -4.6189
Cl3 -6.6910 -0.2996 3.6692
F3 -2.8645 -6.9156 -2.4490
H11 1.8417 6.9409 1.0954
N1 1.4165 2.2844 -0.0513
H12 3.1192 1.3262 -1.6102
C14 0.1838 6.4450 2.3632
C15 -3.1936 -0.4707 1.6443
O2 -0.2437 -0.7860 -1.9111
C16 0.6026 3.8113 1.5479
H13 1.8678 -3.4339 -4.8450
N2 1.2858 1.0896 -0.7089
C17 -4.3034 -0.7739 2.4327
O3 1.3158 -1.6575 1.2001
H14 0.0112 7.4715 2.6678
Pr1 -0.3437 -0.3730 0.4137
C18 3.1665 -0.7967 -3.1831
O4 -2.2015 -1.2842 1.4569
H15 -1.4297 5.6643 3.5346
C19 0.1905 -1.8256 3.3544
C20 -5.3086 1.3701 2.0389
H16 4.0871 -0.2280 -3.0828
C21 1.4130 4.8380 1.0639
H17 0.3450 -2.1561 4.3850
C22 -5.3573 0.1305 2.6436
C23 -0.4100 4.1165 2.4509
C24 2.1956 0.7437 -1.5386
C25 -0.0783 -4.9991 -1.1493
H18 3.5316 -1.2336 2.6648
C26 0.8128 -2.2133 -3.4482
H19 1.8245 -3.0168 2.6485
H20 -0.1185 -2.7603 -3.5536
Cl4 -6.5814 2.5204 2.3076
O5 0.2627 1.4598 1.7973
C27 -0.6248 5.4277 2.8489
C28 0.1063 -3.7638 -0.5450
H21 -0.5998 -2.4273 2.9077
N3 -0.8623 -2.8568 -0.4565
C29 -2.3371 -4.3387 -1.6013

Atoms 1-6, force components in eV/Å:
F -0.09 0.08 -0.14
H 0.02 0.02 0.04
H 0.00 -0.02 0.00
C 0.01 0.08 0.06
F -0.09 -0.04 0.20
Cl 0.03 -0.01 0.01

---

DFT (ωB97M-V/def2-TZVPD) results for a molecular structure, C29H21N4O4Pd.

* HOMO energy (spin up / spin down): -11.12 / -11.12 eV
* gap between HOMO and LUMO (spin up / spin down): 5.43 / 5.43 eV
* net charge: +1
* total energy: -48036.2442 eV
* ΔE to the lowest compared entry with this formula, charge and spin: 73.58 kJ/mol

CARTESIAN COORDINATES (ANGSTROEM)
C1 -0.1336 1.7041 3.6257
O1 1.0978 -0.9902 -1.8928
C2 2.8757 -1.0430 -5.6989
C3 -5.8239 0.4192 -0.8342
H1 0.8530 3.3541 -0.5857
H2 -4.4276 0.2931 -4.2260
C4 -7.5424 2.0969 -0.9829
C5 -0.0787 2.9666 4.0785
H3 3.8596 0.1785 -7.1619
C6 3.3861 0.1558 -6.1893
C7 0.2763 2.5844 1.3018
C8 -4.7411 -0.3835 -1.5427
C9 3.2961 1.3231 -5.4435
H4 2.6287 2.2047 -3.6094
N1 -4.1018 -1.3671 -0.6571
H5 -6.3606 1.4401 -2.6439
N2 1.4404 1.3078 -1.6871
Pd1 -0.5443 -0.2214 -0.2612
C10 -6.6128 -2.8467 -3.7242
H6 -8.1094 2.8036 -1.5741
C11 -5.5780 -1.2468 -5.1791
C12 0.5678 2.4853 -0.0056
C13 -6.0735 -2.1944 -2.6305
H7 -0.3048 0.8584 4.2764
C14 0.0148 1.4174 2.2125
H8 -6.7865 -2.8790 -5.8640
H9 -8.5830 2.5437 0.8417
C15 -6.0809 0.2838 0.5223
H10 -6.3096 -2.5589 -1.6364
C16 0.3105 3.9217 1.8839
C17 -3.5291 0.5721 -1.8353
C18 -5.2710 -1.0677 -2.7995
H11 3.6979 2.2483 -5.8325
H12 0.1631 5.0928 3.6245
H13 2.9522 -1.9462 -6.2881
C19 2.2719 -1.0754 -4.4591
N3 0.6321 1.2790 -0.7489
H14 1.8664 -1.9935 -4.0574
H15 -5.3848 -0.8675 -6.1739
O2 -0.0650 0.2516 1.8157
H16 0.4818 4.7536 1.2139
C20 -7.0766 1.0465 1.1232
C21 -6.5601 1.3321 -1.5860
C22 -2.8215 -1.0592 -0.5176
O3 -3.5810 1.5832 -2.4764
C23 1.5251 0.0207 -2.4053
H17 -7.2780 0.9251 2.1794
C24 0.1393 4.1008 3.1958
C25 -6.3632 -2.3730 -5.0067
C26 2.6936 1.3016 -4.1984
N4 -2.4377 0.0359 -1.1897
C27 -7.8068 1.9527 0.3743
H18 -5.5088 -0.4106 1.1239
C28 2.1794 0.0988 -3.7039
C29 -5.0319 -0.5916 -4.0800
H19 -4.5431 -2.1755 -0.2545
O4 -1.9058 -1.6323 0.1679
H20 -0.2037 3.1594 5.1363
H21 -7.2350 -3.7193 -3.5763

Atoms 1-6, force components in eV/Å:
C 0.02 -0.01 -0.10
O -0.05 0.19 0.11
C 0.00 0.01 0.00
C -0.04 0.00 -0.08
H -0.02 0.02 0.01
H -0.01 0.00 -0.02

---

DFT (ωB97M-V/def2-TZVPD) results for a molecular structure, C29H22Br3N5O4W in a non-equilibrium geometry.

* HOMO energy: -13.02 eV
* gap between HOMO and LUMO: 5.73 eV
* net charge: +2
* total energy: -258010.7221 eV
* ΔE to the lowest compared entry with this formula, charge and spin: 0.00 kJ/mol

CARTESIAN COORDINATES (ANGSTROEM)
O1 1.0521 -1.4466 1.9401
C1 1.0038 1.7463 -3.5016
N1 0.0153 -2.0049 -0.3108
C2 -2.0838 -1.2681 3.8638
C3 2.9433 3.4645 1.2092
H1 0.9132 3.8716 1.8242
H2 0.6394 3.8115 -6.1390
C4 0.8649 -2.9620 0.1878
N2 -1.8695 -0.2911 2.9623
C5 0.4954 -4.4159 -1.6680
H3 -5.3710 -1.7733 3.3470
H4 2.1344 2.0258 -5.2902
Br1 2.5401 -6.6814 -0.6099
C6 2.6722 -4.6921 1.3777
C7 -2.5400 1.2272 1.1788
C8 1.2759 2.3348 -4.7115
H5 -1.9397 -0.5802 -1.3218
C9 1.1584 -4.1770 -0.4471
C10 2.0905 -5.0407 0.1889
C11 -0.3791 -3.4809 -2.1442
H6 -1.3272 4.5245 -4.8238
H7 -3.4768 -2.6003 4.7566
W1 0.3622 0.0098 0.8703
H8 0.1093 -0.1524 3.5531
C12 -4.3784 -1.3585 3.2358
O2 0.4594 0.5777 -1.0105
C13 -0.3788 1.4966 -1.4763
H9 -0.6544 1.3864 3.1002
Br2 3.1490 -3.0117 3.6386
O3 -2.0448 3.5958 -2.5850
Br3 -2.4714 2.9856 2.0820
C14 -1.5955 -1.3137 -2.0416
C15 2.3525 -3.4735 2.0091
C16 -0.5489 0.3391 2.8409
H10 4.0958 0.3923 0.2454
C17 -0.9631 3.1504 -3.2371
N3 -1.3465 0.9629 0.4185
C18 1.6209 3.1174 1.5129
H11 0.6745 -5.3353 -2.2088
C19 -3.3315 -1.8236 4.0204
C20 -0.6690 3.7461 -4.4642
H12 -1.2262 -1.5681 4.4486
H13 -1.1500 -0.7944 -2.8939
H14 3.3846 -5.3536 1.8497
H15 4.1943 4.9159 1.0832
O4 3.2786 4.7373 1.3365
H16 1.6476 0.9672 -3.1148
N4 -1.3987 1.7547 -0.7190
N5 2.1877 0.8972 0.9405
H17 -3.3639 1.3232 0.4765
C21 3.4560 1.1864 0.6025
C22 -0.6128 -2.2717 -1.4573
C23 -0.1147 2.1384 -2.7458
H18 4.8817 2.7646 0.5327
H19 -0.9164 -3.6517 -3.0664
C24 1.3035 1.7885 1.3678
H20 -4.9313 0.0219 1.6763
C25 3.8619 2.4833 0.7610
C26 -4.1391 -0.3594 2.3052
H21 -2.1530 3.1287 -1.7400
C27 -2.8686 0.1643 2.1756
H22 -2.4543 -1.8672 -2.4205
C28 0.4299 3.3408 -5.1879
C29 1.4504 -2.6293 1.4172

Atoms 1-6, force components in eV/Å:
O -0.12 0.18 0.25
C 0.01 -0.01 -0.01
N 0.24 0.03 0.04
C 0.01 0.01 -0.01
C 0.00 -0.13 -0.02
H -0.01 0.01 0.00